Record 1
Here is a structure of composition C30H47FHfP2 at a distorted geometry from the OMol25 dataset. Energies are from ωB97M-V with the def2-TZVPD basis set.

```
! wB97M-V def2-TZVPD RIJCOSX def2/J DEFGRID3
* xyz 2 1
Hf -0.93314 0.70000 -0.04732
C 0.34448 0.23638 2.45605
C 1.19397 0.84632 1.45736
C -0.61919 2.25010 1.86042
C -0.69100 1.13504 2.76043
C 0.62932 2.15049 1.13070
C 0.59360 -1.01737 3.21747
H 1.23518 -1.67733 2.63020
H -0.35047 -1.55548 3.39920
H 1.09348 -0.85352 4.19058
C -1.69773 1.00222 3.84755
H -1.59301 0.07892 4.43802
H -2.68331 0.97786 3.37333
H -1.68995 1.86138 4.53979
C -1.41036 3.49870 2.03271
H -2.46860 3.28241 2.20232
H -1.37745 4.18546 1.18241
H -1.05157 4.04677 2.91412
C 1.45563 3.33947 0.77643
H 1.87210 3.82879 1.67099
H 0.85862 4.08643 0.25079
H 2.29762 3.05812 0.14007
C 2.66587 0.66217 1.49897
H 3.09338 1.42946 2.16251
H 3.14147 0.76666 0.52217
H 2.97313 -0.29960 1.91667
C 2.26754 -3.14960 1.06635
C 3.44138 -3.80534 0.76322
C 4.44761 -3.37338 -0.26794
C 4.17164 -3.91800 -1.69895
C 3.08679 -3.18428 -2.39305
C 2.68742 -1.94379 -2.10899
C 2.08115 -1.55142 -0.76988
C 1.36321 -2.71270 -0.01995
H 5.48290 -3.68868 -0.04504
H 4.02123 -5.00983 -1.69588
H 4.37526 -2.28740 -0.26545
H 1.13869 -3.53070 -0.72250
H 1.85664 -3.32507 2.06629
H 3.73253 -4.75051 1.22895
H 0.40162 -2.41375 0.40979
H 2.84817 -1.09481 -0.13868
H 2.55681 -1.16667 -2.87415
H 1.41411 -0.70239 -1.00792
H 5.06074 -3.81912 -2.34055
H 2.62274 -3.75926 -3.19705
P -0.76884 -0.33793 -2.25372
P -0.83885 2.49621 -1.72925
C -1.10958 0.71465 -3.81079
C -1.65626 2.05997 -3.38407
H -1.82762 0.14191 -4.41070
H -0.17263 0.76472 -4.39814
H -1.45864 2.83501 -4.13954
H -2.75175 2.01459 -3.26765
C -1.56580 4.16172 -1.61827
H -0.94486 4.83579 -1.02561
H -2.54707 4.09684 -1.14548
H -1.69473 4.56067 -2.63097
C 0.80893 2.96813 -2.45823
H 0.71559 3.32658 -3.49221
H 1.53453 2.14729 -2.47243
H 1.26279 3.78353 -1.88598
C -2.40064 -1.11545 -1.93464
H -2.20827 -2.12710 -1.54915
H -2.91302 -1.15413 -2.89795
H -3.09841 -0.61731 -1.24181
C -0.21169 -1.74788 -3.29521
H 0.66586 -1.47156 -3.89351
H -1.05280 -1.94014 -3.97240
H -0.01403 -2.62888 -2.67105
F -5.16769 -0.86881 4.15175
C -4.42800 -0.74460 3.00058
C -3.50677 -1.74114 2.68164
C -2.62776 -1.50905 1.60108
C -2.73586 -0.30123 0.87131
C -3.79825 0.59119 1.11696
C -4.67877 0.35802 2.19002
H -3.47619 -2.66255 3.26504
H -1.84978 -2.24650 1.32369
H -3.91991 1.48470 0.48331
H -5.50350 1.03960 2.38084
*
```

Properties
largest force on an atom: 6.6 eV Å⁻¹
relative energy (zero: lowest compared OMol25 entry of this formula, charge and spin): 1.630 eV
HOMO level: -12.65 eV
HOMO-LUMO gap: 4.8 eV

Here are the Mulliken charges for atoms 1 to 5, given in e:
1. Hf 0.41
2. C 0.64
3. C 1.31
4. C 0.84
5. C 0.42

=====

Record 2
Here is the molecule C5H8O2 at a distorted geometry from the OMol25 dataset. Energies are from ωB97M-V with the def2-TZVPD basis set.

```
! wB97M-V def2-TZVPD RIJCOSX def2/J DEFGRID3
* xyz 0 1
C 2.32348 -0.02915 -0.35873
C 1.05002 0.15683 0.58987
C -0.22828 0.89839 -0.13284
O -1.63923 1.13493 0.00509
C -2.31845 -0.18327 -0.06191
O -1.14302 -1.13619 -0.33912
C -0.27631 -0.58955 0.54043
H 2.66651 0.90861 -0.65011
H 2.03246 -0.40340 -1.36621
H 2.88108 -0.89491 0.17231
H 1.30006 0.47377 1.59569
H -0.25597 0.49837 -1.19918
H -2.76855 0.11440 -1.11049
H -2.92195 -0.61444 0.84813
H -0.70184 -0.33439 1.46706
*
```

Properties
largest force on an atom: 4.5 eV Å⁻¹
relative energy (zero: lowest compared OMol25 entry of this formula, charge and spin): 7.474 eV
HOMO level: -8.16 eV
HOMO-LUMO gap: 9.1 eV
SMILES string: CC1[C@@H]2OCO[C@@H]12

Here are the Mulliken charges for atoms 1 to 5, given in e:
1. C -1.25
2. C 0.09
3. C -0.32
4. O -0.31
5. C -0.16

=====

Record 3
Here is a cluster of 7 separate species, C54H49N2O33P2 in total at a distorted geometry from the OMol25 dataset. Energies are from ωB97M-V with the def2-TZVPD basis set.

```
! wB97M-V def2-TZVPD RIJCOSX def2/J DEFGRID3
* xyz 1 1
C 4.07159 -0.58112 -1.66830
C 3.65653 0.56206 -1.83326
O 3.17428 1.86264 -1.58864
C 1.98145 1.82620 -0.82513
O 1.56705 2.76306 -0.18536
C 1.11034 0.49456 -0.74952
C -0.02675 0.19031 -1.67967
C -0.36830 1.24563 -2.80382
C 0.59668 1.16529 -4.05619
O 1.77090 1.48471 -4.06273
O 0.02926 0.71108 -5.28778
C 0.87870 -0.31644 -5.82736
C 2.01113 0.07162 -6.88847
O 0.69460 -1.45629 -5.44930
C -0.77393 -1.13689 -1.52507
C -1.94483 -1.38632 -2.56236
C -2.53621 -2.87431 -2.52203
C -3.75988 -2.93071 -1.47864
C -4.26996 -4.46132 -1.43445
C -3.18360 -5.47326 -0.85103
N -3.11217 -6.63780 -1.78638
N -0.40517 -2.05059 -0.52843
C 0.65287 -1.84539 0.40395
C 1.07283 -2.90036 1.49661
P -0.33804 -3.47864 2.60628
O -1.06431 -2.33233 3.30113
O 0.38481 -4.40493 3.83608
O -1.40977 -4.54376 1.83185
C 1.44697 -0.55979 0.32136
P 2.87380 -0.12772 1.47742
O 2.41937 0.67899 2.68777
H 4.50120 -1.58522 -1.38553
H -1.43118 1.12027 -3.19354
H -0.28046 2.28926 -2.34607
H 2.91607 -0.54496 -6.61657
H 1.64717 -0.09420 -7.94759
H 2.22178 1.17135 -6.73252
H -2.79233 -0.65580 -2.31917
H -1.60375 -1.10175 -3.61618
H -2.99323 -3.10442 -3.54359
H -1.71802 -3.62440 -2.30692
H -3.45761 -2.58281 -0.42949
H -4.65220 -2.31543 -1.82882
H -5.25003 -4.51981 -0.87405
H -4.51147 -4.72259 -2.52151
H -2.13617 -5.04002 -0.76604
H -3.51114 -5.76528 0.20434
H -2.33445 -7.22121 -1.42948
H -4.00492 -7.15061 -1.68608
H -0.94988 -2.92401 -0.47813
H 1.45650 -3.83874 0.95545
H 1.91257 -2.57079 2.17461
H 1.36046 -4.27338 3.77070
H -1.02806 -4.64030 0.92835
H 3.51302 -1.32856 1.95917
H 3.90499 0.63074 0.83698
C -4.71458 0.18728 -5.46614
C -5.17632 0.12172 -6.71947
C -6.39908 -0.66711 -7.05823
O -6.79878 -0.68748 -8.20573
C -7.06787 -1.39468 -5.97699
C -6.60340 -1.33076 -4.72646
C -5.39721 -0.52021 -4.38434
O -5.01262 -0.47227 -3.22398
O -7.20864 -1.99932 -3.71507
O -4.55797 0.76606 -7.73101
H -3.83178 0.75661 -5.20741
H -7.94171 -1.97633 -6.23751
H -6.68848 -1.79149 -2.91583
H -5.08398 0.56349 -8.53053
C 0.44512 8.02142 0.55741
C 1.43106 8.86562 0.87650
C 2.70307 8.38226 1.48643
O 3.57827 9.18464 1.74226
C 2.83659 6.94852 1.75550
C 1.85007 6.10469 1.44002
C 0.58724 6.58575 0.80399
O -0.28294 5.78122 0.51358
O 1.95201 4.77708 1.68239
O 1.32188 10.19648 0.66011
H -0.48118 8.35922 0.11255
H 3.75687 6.61347 2.21434
H 1.11404 4.38982 1.36431
H 2.16782 10.58287 0.97448
C -2.58533 -3.93717 8.42185
C -1.89935 -3.94519 9.56836
C -0.56822 -3.27848 9.68446
O 0.01774 -3.29156 10.75212
C -0.01655 -2.63362 8.49160
C -0.70063 -2.62804 7.34323
C -2.04459 -3.27155 7.23495
O -2.64622 -3.23071 6.17689
O -0.20402 -2.03895 6.23142
O -2.38194 -4.55718 10.67443
H -3.55117 -4.41451 8.32564
H 0.95605 -2.16972 8.58436
H -0.88173 -2.16915 5.53129
H -1.70396 -4.42027 11.36499
C -3.60886 -9.62809 -3.72254
C -2.78038 -10.57237 -4.17667
C -3.27785 -11.93008 -4.55048
O -2.49477 -12.75773 -4.97828
C -4.70506 -12.20984 -4.37846
C -5.53239 -11.26550 -3.92071
C -5.03847 -9.90028 -3.57342
O -5.82637 -9.05841 -3.17564
O -6.85333 -11.50681 -3.75300
O -1.45504 -10.33938 -4.31858
H -3.26212 -8.63961 -3.45067
H -5.05006 -13.20201 -4.63582
H -7.23083 -10.67135 -3.41533
H -1.07926 -11.17397 -4.66250
C 6.53315 1.63013 5.34939
C 5.51395 0.93344 4.83732
C 5.20365 -0.45144 5.30587
O 4.25339 -1.05078 4.82592
C 6.06756 -1.03999 6.32911
C 7.08876 -0.34415 6.83928
C 7.38299 1.04979 6.39060
O 8.31090 1.65691 6.89219
O 7.89836 -0.87273 7.78297
O 4.71833 1.45095 3.87315
H 6.76727 2.63362 5.02063
H 5.84315 -2.04919 6.64679
H 8.55277 -0.17518 7.98607
H 4.05448 0.75265 3.67925
C 3.18692 15.15207 -0.42876
C 2.93951 14.05648 0.29403
C 4.01349 13.06046 0.59138
O 3.75577 12.07980 1.27098
C 5.34739 13.30476 0.04284
C 5.59391 14.39927 -0.68319
C 4.52807 15.40809 -0.95755
O 4.79648 16.40144 -1.60783
O 6.81984 14.63993 -1.20015
O 1.70432 13.80350 0.78870
H 2.41950 15.88171 -0.64931
H 6.11109 12.56762 0.25053
H 6.73916 15.48859 -1.67857
H 1.78395 12.95967 1.27286
*
```

Properties
largest force on an atom: 5.3 eV Å⁻¹
HOMO level: -10.75 eV
HOMO-LUMO gap: 5.7 eV

Here are the Mulliken charges for atoms 1 to 5, given in e:
1. C -0.09
2. C -0.06
3. O -0.24
4. C -0.62
5. O -0.38

=====

Record 4
Here is the molecule C3H7NO2 from the OMol25 dataset. Energies are from ωB97M-V with the def2-TZVPD basis set.

```
! wB97M-V def2-TZVPD RIJCOSX def2/J DEFGRID3
* xyz 0 1
C -1.65920 0.26087 0.04808
C -0.26410 -0.21406 0.46237
O -0.06600 -1.61688 0.33561
C 0.81398 0.57444 -0.32833
N 2.10592 0.23502 -0.06698
O 0.53140 1.47470 -1.10094
H -2.18840 0.72564 0.88227
H -2.27007 -0.57610 -0.30711
H -1.56226 0.99720 -0.75263
H -0.08560 -0.02207 1.52683
H -0.50942 -1.90085 -0.47297
H 2.34681 -0.61062 0.42027
H 2.80696 0.67271 -0.64649
*
```

Properties
largest force on an atom: 0.4 eV Å⁻¹
relative energy (zero: lowest compared OMol25 entry of this formula, charge and spin): 0.633 eV
HOMO level: -9.69 eV
HOMO-LUMO gap: 10.5 eV
SMILES string: C[C@@H](O)C(N)=O

Here are the Mulliken charges for atoms 1 to 5, given in e:
1. C -1.10
2. C 0.25
3. O -0.54
4. C 0.47
5. N -0.39

=====

Record 5
Here is a cluster of 2 separate species, CH3NO2 in total at a distorted geometry from the OMol25 dataset. Energies are from ωB97M-V with the def2-TZVPD basis set.

```
! wB97M-V def2-TZVPD RIJCOSX def2/J DEFGRID3
* xyz 0 1
C 3.28698 -0.05763 -0.67804
N 0.06336 -0.14644 0.49939
O 3.57810 -0.13308 0.42279
O 0.05905 0.89834 -0.46581
H -0.94520 -0.45177 0.38389
H 0.64008 -0.91182 0.29208
H 0.17869 1.81015 0.05518
*
```

Properties
largest force on an atom: 4.4 eV Å⁻¹
relative energy (zero: lowest compared OMol25 entry of this formula, charge and spin): 3.491 eV
HOMO level: -9.81 eV
HOMO-LUMO gap: 10.9 eV

Here are the Mulliken charges for atoms 1 to 5, given in e:
1. C 0.13
2. N -0.40
3. O -0.13
4. O -0.42
5. H 0.25

=====

Record 6
Here is the molecule C8H7N3S2 at a distorted geometry from the OMol25 dataset. Energies are from ωB97M-V with the def2-TZVPD basis set.

```
! wB97M-V def2-TZVPD RIJCOSX def2/J DEFGRID3
* xyz 0 1
C -0.99580 1.99865 -0.55183
C -1.60224 -2.31610 -1.78913
C -0.40517 -2.65039 -2.45551
C -0.62554 -0.49392 -0.75699
C 0.57925 -0.84923 -1.38164
C -0.73744 0.70668 0.09283
C 1.33757 0.91098 0.40406
C 0.96305 1.40899 3.17093
N -1.32253 2.99208 -1.06217
N -1.68788 -1.25223 -1.01454
N 0.66283 -1.84375 -2.21689
S 2.04527 -0.00419 -0.98882
S 1.55673 0.12680 2.00622
H -2.58126 -2.87935 -1.90422
H -0.32772 -3.40014 -3.14287
H -1.08178 0.60719 1.07779
H 1.67816 1.98298 0.36179
H 1.30034 2.40909 2.86178
H 1.40391 1.11752 4.15358
H -0.15975 1.42835 3.13562
*
```

Properties
largest force on an atom: 5.2 eV Å⁻¹
relative energy (zero: lowest compared OMol25 entry of this formula, charge and spin): 0.895 eV
HOMO level: -8.83 eV
HOMO-LUMO gap: 8.6 eV

Here are the Mulliken charges for atoms 1 to 5, given in e:
1. C 0.38
2. C -0.11
3. C -0.48
4. C 0.39
5. C 0.72

=====

Q: Look up the largest force on an atom of the second one.
A: 4.5 eV Å⁻¹

=====

Q: HOMO-LUMO gap of number 3 (C54H49N2O33P2)?
A: 5.7 eV